101
Properties=species:S:1:pos:R:3:lowdin_charge:R:1 method="wB97M-V/def2-TZVPD" charge=+2 multiplicity=3 lumo_ev="-5.96 / -6.17" largest_force_ha_per_bohr=0.0093 energy_ha=-3590.960373 e_above_lowest_kcal_mol=0.0 gap_ev="5.64 / 5.45" s2=2.02 homo_energy_ev="-11.593 / -11.614"
W -0.35 -0.67 0.42 1.296
C 3.56 -2.56 0.03 -0.030
C 4.22 -2.45 1.26 -0.021
C 3.57 -1.83 2.29 0.011
C 2.26 -1.32 2.13 -0.295
N 1.62 -1.45 0.95 -0.037
C 2.30 -2.05 -0.07 -0.146
N 1.75 -0.73 3.25 0.196
C 0.52 -0.39 3.40 -0.281
N -0.52 -0.50 2.49 -0.027
C -1.68 -0.04 3.13 -0.293
N -2.89 -0.03 2.70 0.174
C -3.34 -0.61 1.55 -0.339
C -4.73 -0.74 1.47 0.026
C -5.32 -1.38 0.40 -0.012
C -4.49 -1.92 -0.59 -0.026
C -3.14 -1.75 -0.47 -0.149
N -2.55 -1.09 0.55 -0.073
C -1.33 0.41 4.48 -0.123
C -2.11 0.95 5.49 0.020
C -1.48 1.23 6.69 -0.037
C -0.12 0.96 6.87 -0.039
C 0.65 0.41 5.86 0.001
C 0.01 0.16 4.66 -0.141
H 4.02 -3.02 -0.83 0.119
H 5.22 -2.84 1.39 0.125
H 4.02 -1.70 3.26 0.127
H 1.77 -2.13 -1.01 0.061
H -5.31 -0.33 2.28 0.128
H -6.39 -1.48 0.34 0.126
H -4.89 -2.45 -1.44 0.119
H -2.49 -2.17 -1.21 0.069
H -3.17 1.14 5.34 0.123
H -2.04 1.66 7.50 0.115
H 0.33 1.18 7.83 0.114
H 1.70 0.18 5.99 0.116
O -0.94 -3.35 1.57 0.003
N -0.57 -2.90 0.31 -0.163
C -0.46 -3.78 -0.60 -0.059
C -0.05 -3.66 -2.01 -0.199
C 0.23 -4.91 -2.58 -0.009
C 0.67 -5.02 -3.89 -0.027
C 0.83 -3.87 -4.65 -0.020
C 0.54 -2.63 -4.10 -0.073
C 0.10 -2.50 -2.79 -0.326
P -0.38 -0.82 -2.22 1.040
C 0.80 0.28 -3.07 -0.357
C 2.16 -0.07 -3.11 -0.123
C 3.08 0.77 -3.71 -0.058
C 2.66 1.97 -4.27 -0.051
C 1.32 2.32 -4.23 -0.053
C 0.39 1.48 -3.64 -0.068
C -1.98 -0.57 -3.06 -0.357
C -2.55 -1.56 -3.87 -0.079
C -3.79 -1.36 -4.46 -0.055
C -4.48 -0.18 -4.26 -0.052
C -3.93 0.81 -3.46 -0.051
C -2.69 0.62 -2.86 -0.131
H -0.93 -4.32 1.57 0.122
H -0.66 -4.81 -0.30 0.146
H 0.10 -5.80 -1.99 0.123
H 0.89 -5.99 -4.31 0.124
H 1.17 -3.94 -5.68 0.126
H 0.64 -1.75 -4.71 0.124
H 2.50 -1.00 -2.68 0.096
H 4.12 0.49 -3.75 0.117
H 3.38 2.63 -4.74 0.116
H 0.99 3.25 -4.68 0.116
H -0.65 1.76 -3.65 0.095
H -2.04 -2.49 -4.04 0.101
H -4.21 -2.14 -5.08 0.116
H -5.44 -0.02 -4.72 0.117
H -4.46 1.74 -3.30 0.115
H -2.29 1.39 -2.21 0.041
C 3.21 2.99 4.61 -0.019
N 3.20 2.44 3.27 -0.110
C 4.29 1.85 2.66 -0.031
C 3.90 1.45 1.44 -0.058
N 2.55 1.78 1.30 0.021
B 1.81 1.58 0.04 -0.498
N 0.89 2.71 -0.37 0.012
C 1.33 3.98 -0.71 -0.015
C 0.25 4.78 -0.78 -0.006
N -0.85 4.00 -0.50 -0.095
C -2.22 4.47 -0.37 0.001
C -0.43 2.75 -0.23 -0.674
S -1.50 1.49 0.24 0.768
C 2.12 2.40 2.45 -0.716
S 0.59 2.97 2.80 0.728
H 4.13 3.55 4.77 0.100
H 3.14 2.19 5.35 0.087
H 2.35 3.65 4.72 0.060
H 5.25 1.80 3.14 0.132
H 4.45 0.97 0.65 0.124
H 2.49 1.13 -0.83 0.103
H 0.94 0.52 0.12 -0.011
H 2.38 4.20 -0.85 0.142
H 0.16 5.83 -1.02 0.137
H -2.33 5.39 -0.95 0.103
H -2.44 4.68 0.68 0.109
H -2.91 3.72 -0.74 0.075